ORCA calculation (wB97M-V/def2-TZVPD) on C19H16ClFN4O3 in the gas phase.

Values from the calculation:
* LUMO: -0.14 eV
* SMILES: COc1nc(C(=O)N[C@H]2COc3ccc(Cl)c(F)c32)ccc1-n1cnc(C)c1

Each line ends with the natural charge from an NBO analysis.
CARTESIAN COORDINATES (ANGSTROEM)
H  3.075  -1.542  -0.512  0.2506
C  -0.567  4.429  -0.152  0.4668
C  -0.056  -7.311  2.815  -0.6359
C  -0.494  6.095  -2.471  -0.2732
N  -1.571  -5.254  2.830  -0.4397
C  1.709  0.649  -1.139  0.6363
C  -0.381  -5.871  2.469  0.1138
C  0.148  -2.789  0.802  0.1104
H  -1.978  7.217  -1.385  0.2311
H  2.962  3.444  -2.816  0.2074
C  0.323  4.156  -1.207  -0.2129
O  2.841  0.772  -1.515  -0.6172
H  -2.770  -0.113  -0.604  0.1882
O  -2.078  -1.643  0.633  -0.5079
H  -0.288  -7.521  3.887  0.2244
C  -2.754  -0.393  0.477  -0.2514
O  1.307  4.643  -3.240  -0.4662
H  2.253  -3.477  0.720  0.2318
C  1.516  -2.751  0.455  -0.1941
C  2.012  -1.667  -0.273  -0.2016
C  -1.466  -4.090  2.238  0.1963
N  -0.150  -0.596  -0.207  -0.4704
H  2.252  3.322  -0.685  0.2201
H  -2.242  -3.326  2.354  0.2206
Cl  -2.380  6.000  1.143  0.0245
H  -0.667  -8.022  2.242  0.2241
H  1.436  -5.337  1.403  0.2232
C  -0.687  -1.665  0.445  0.4974
H  -2.249  0.419  1.006  0.1931
H  -0.409  6.684  -3.396  0.2410
C  0.449  -5.055  1.764  -0.1225
N  0.913  1.748  -1.147  -0.6083
C  -1.429  5.519  -0.236  -0.1662
H  -0.036  1.621  -0.797  0.4178
H  -3.775  -0.516  0.828  0.2023
H  1.552  2.625  -3.501  0.1983
C  0.374  5.001  -2.331  0.3455
C  1.398  3.134  -1.377  -0.0643
C  1.865  3.405  -2.810  -0.0743
C  1.153  -0.588  -0.537  0.0928
C  -1.360  6.345  -1.393  -0.1747
F  -0.505  3.692  0.995  -0.3231
N  -0.265  -3.904  1.532  -0.3671
H  1.015  -7.488  2.694  0.2132